The following is a quantum chemistry calculation of C23H28ClN5O9ReS as an isolated structure in a non-equilibrium geometry, from the OMol25 dataset.

- total energy (hartree) = -2780.1928
- spin multiplicity = 4
- net charge = +2
- ⟨S²⟩ = 3.764
- HOMO level (alpha / beta) (eV) = -14.78 / -14.96
- frontier orbital gap (alpha / beta) (eV) = 7.31 / 6.79

The geometry in XYZ format:
```
68
Properties=species:S:1:pos:R:3:forces:R:3
O -3.967698 4.770511 1.507669 -0.37 0.99 0.19
O 5.027877 1.884212 2.372350 -0.44 -0.66 -0.43
H -3.493778 2.669756 -2.271182 -0.34 0.29 -0.55
H -4.615612 4.093771 -2.717382 0.22 -0.35 -0.45
Re -0.272661 0.479012 0.471530 1.22 0.31 -0.47
C -3.522168 3.723066 1.219532 0.86 -0.30 0.24
C 5.698535 -1.602428 -0.802853 0.73 0.50 -0.71
N -1.977171 1.573598 0.366403 1.46 0.63 0.91
C -1.446012 2.486071 1.236629 -0.82 -0.15 -0.15
C -4.712014 1.757343 2.879890 -0.70 -0.65 0.49
C -4.041753 3.567135 -1.963172 -0.65 -0.29 1.60
H -5.601782 4.059805 -0.478061 0.39 -0.03 0.10
C 2.690294 0.988653 1.191474 -0.17 -0.56 0.21
H -5.565491 1.306049 3.468047 1.33 0.25 -0.33
O -0.195513 2.231218 1.472612 -0.03 0.34 0.24
C -2.553568 -2.245156 2.410075 -0.60 -0.76 1.50
C -3.310360 1.482421 0.045472 -0.75 1.12 -0.20
H 6.979986 -1.763342 -2.944994 -0.31 0.25 -0.77
N 5.071275 1.083390 1.449801 1.01 1.36 1.07
C -3.677212 -3.793216 0.824697 0.47 0.31 -0.70
Cl -4.753282 -5.111749 0.484707 0.17 0.56 0.43
C -4.207614 2.657863 0.451600 -1.14 -1.17 0.20
H 6.288218 -0.687601 -0.640625 -0.17 -0.45 -0.23
S 4.777619 -1.416970 -2.380147 -0.44 -0.73 1.64
C -4.998706 3.198430 -0.788528 1.19 0.69 0.33
H -2.411836 -1.950482 3.480055 -0.12 -0.06 -1.23
H 6.617737 -0.800132 -5.394822 -0.23 0.33 -0.23
H -3.143533 -3.544834 -1.272015 0.02 -0.34 -0.22
H 6.626026 0.457359 -4.134711 -0.66 -0.86 -0.26
C -2.947615 -3.267456 -0.253805 0.38 0.70 1.97
H -3.805095 1.137684 2.864176 -0.39 -0.38 0.16
N 3.738924 -0.913120 0.651756 -0.06 0.03 -0.16
C 1.719033 -2.475581 0.265708 1.02 1.48 -0.51
H -5.715273 2.455736 -1.042917 -0.43 -0.85 -0.45
H -4.399184 2.676789 3.386243 -0.38 0.01 -0.10
C -5.253792 2.008789 1.496464 0.60 0.69 -1.38
N 1.750407 0.049375 0.761195 0.69 0.07 -0.01
H -6.115917 2.632810 1.543368 -0.41 1.15 0.19
C 3.891826 0.357581 1.171113 -1.68 0.59 -0.46
H -4.186593 -3.551457 2.941489 0.87 -0.04 -0.90
O 4.151543 -0.110567 -2.448868 0.16 -0.52 0.25
O 6.009544 0.941436 0.713972 0.80 -0.50 -0.56
H 2.472834 2.016356 1.515485 0.03 -0.76 -0.28
H -1.841808 4.162482 2.350779 0.79 0.57 0.70
C -3.492635 -3.248998 2.115171 -1.04 -0.18 0.33
H 1.618535 -2.685752 -0.806633 0.19 -0.02 0.23
O -0.421120 -0.805759 -1.016519 -0.06 -0.14 -0.53
C 4.840922 -1.906133 0.392306 -1.01 -0.20 0.90
H 5.416553 -1.865638 1.341809 -0.08 -0.51 -0.77
O 3.947096 -2.616698 -2.411464 -0.05 0.67 -0.05
C -1.789219 -1.760386 1.401790 0.04 -0.78 -2.74
O -0.784593 -0.908581 1.602384 0.07 0.04 1.27
H 0.738850 -2.465196 0.730149 0.14 0.06 0.14
H 6.385345 -2.462533 -0.974968 -0.52 0.53 0.23
H 4.325769 -2.877737 0.238486 0.49 0.59 0.36
C 6.074745 -0.443850 -4.518995 2.10 0.94 -0.06
C 6.076362 -1.581897 -3.565164 -0.13 -1.32 0.70
H 5.072056 -0.178646 -4.740620 -0.76 0.37 -0.56
H 5.773240 -2.533735 -4.046401 0.44 0.42 0.13
H -3.317553 4.267351 -1.561813 0.28 0.32 -0.09
H -5.672173 1.199277 0.910888 0.37 -0.93 0.41
C -1.969421 -2.260983 0.034943 -0.96 -0.31 0.85
O -3.687512 0.533512 -0.568750 -0.49 -0.83 -0.38
C 2.417220 -1.095118 0.475494 -0.66 -1.18 0.22
H 2.328834 -3.246645 0.727990 -0.05 -0.05 -0.02
H -1.270888 -2.347165 -1.967871 0.03 -0.05 -0.64
C -1.211433 -1.793500 -1.049455 -0.26 -0.12 0.64
N -2.177616 3.410199 1.797036 -1.22 -0.16 -1.26
```
Forces are in eV/Å.

=====

The following is a quantum chemistry calculation of one molecule with the formula C4H4ClFO in a non-equilibrium geometry, from the OMol25 dataset.

- total energy (hartree) = -790.0440
- spin multiplicity = 1
- HOMO level (eV) = -9.23
- frontier orbital gap (eV) = 10.02
- SMILES string = FC1=C(Cl)COC1

The geometry in XYZ format:
```
11
Properties=species:S:1:pos:R:3:forces:R:3
O 1.448015 -0.492691 1.514121 -2.10 -0.44 -1.18
H 0.155875 -2.136888 1.783759 0.15 -0.81 -0.03
C -0.527612 -0.727731 0.286847 -1.28 2.45 -2.36
C 0.078837 -1.100215 1.551692 0.98 2.34 2.51
Cl -0.284475 1.242726 -1.753898 0.10 -0.52 0.56
H -0.552426 -0.585453 2.417458 1.20 -1.00 -1.51
C 1.399015 0.486509 0.467050 1.79 0.28 -2.34
C 0.135707 0.264097 -0.408908 -0.32 -2.53 2.87
F -1.845650 -1.108336 0.161659 1.50 0.24 -0.40
H 2.375180 0.495701 -0.223003 -1.85 -0.45 1.62
H 1.368489 1.480892 0.890073 -0.16 0.44 0.25
```
Forces are in eV/Å.

=====

Values for M, g/mol, ordered as above
772.230 122.526
Values for energy relative to the best compared isomer or geometry (same formula, charge and spin), kcal/mol, ordered as above
16.7 23.7